Density functional theory data (ωB97M-V with the def2-TZVPD basis set) for a 2-piece molecular cluster, C4H9O overall.

Each line ends with the Mulliken charge.
Geometry (Å):
H (2.456, 1.571, -1.785)  0.23
C (2.444, 1.008, -0.839)  -0.38
C (1.476, 1.228, 0.092)  -0.56
H (3.272, 0.311, -0.638)  0.23
H (1.480, 0.699, 1.059)  0.24
H (0.683, 1.975, -0.076)  0.25
H (-0.718, -0.315, -1.490)  0.39
C (-0.645, -0.735, -0.509)  -1.03
H (-0.140, -1.684, -0.375)  0.35
C (-1.831, -0.607, 0.376)  0.07
O (-1.556, -1.536, 1.442)  -0.52
H (-2.251, -1.522, 2.124)  0.28
H (-1.864, 0.466, 0.724)  0.18
H (-2.805, -0.860, -0.103)  0.28

Results
expectation value of S²: 0.7549
spin multiplicity: 2
calculated total energy: -232.9140 Eh
charge: 0